(1)
This record from OMol25 describes a structure of composition C37H35CdN5O7SSb2 at a distorted geometry. The level of theory is the ωB97M-V functional and the def2-TZVPD basis.

Geometry as XYZ:
```
88
Properties=species:S:1:pos:R:3:forces:R:3
Cd 9.42950 14.37216 9.71914 -0.45 -1.25 0.20
N 7.74888 14.97908 8.08460 0.24 -1.13 -0.41
C 6.41455 14.49904 8.51628 0.47 1.15 1.06
C 6.43823 13.71793 9.84044 -1.31 -0.37 -0.11
O 5.32794 13.43568 10.32315 -0.85 0.07 -0.41
N 7.57222 13.36117 10.32786 2.91 -0.09 -0.64
C 7.58489 12.33788 11.31577 -0.43 1.14 2.65
C 8.75390 12.31321 12.35936 -0.61 -0.72 -0.06
O 8.78996 11.21324 13.08632 -0.73 2.71 -2.22
O 9.51402 13.28080 12.46635 0.05 0.12 -0.11
H 7.80694 15.93647 7.85885 -0.27 1.31 -0.06
H 8.08965 14.50468 7.24523 -0.24 -0.07 0.45
H 6.02180 13.84440 7.74744 -0.54 0.07 0.06
H 5.74444 15.34889 8.80431 0.39 -0.56 -0.98
H 7.59436 11.33357 10.93914 -0.63 -0.53 -0.48
H 6.67627 12.61404 11.93188 0.66 -1.34 -0.21
C 12.63526 10.66666 12.47546 0.82 -0.17 0.27
C 12.81748 11.06948 13.96393 1.07 0.77 0.25
C 11.71603 11.94559 14.51856 -1.35 0.22 1.19
Sb 9.93823 10.67512 14.90176 0.91 -1.76 0.06
C 10.78954 9.37692 16.57369 0.24 1.04 0.48
C 10.57624 9.67352 17.93286 -0.19 -0.33 -0.16
C 10.82797 8.71202 18.89557 -0.62 0.20 1.44
C 11.28469 7.45679 18.55277 0.25 -0.73 0.22
C 11.55401 7.16177 17.23348 0.32 0.32 -1.34
C 11.29782 8.11990 16.22738 0.30 -0.15 0.79
C 8.81233 11.95466 16.20340 0.32 -0.46 0.27
C 8.98127 13.33796 16.19308 -0.57 -0.89 -1.19
C 7.95576 14.14168 16.63615 0.36 1.81 0.81
C 6.89309 13.61538 17.34839 -0.10 -0.42 0.68
C 6.88013 12.23049 17.59516 -1.16 0.53 0.75
C 7.78115 11.38916 16.97274 0.24 0.11 -0.10
Sb 12.58895 8.47669 12.27965 -0.22 0.35 -1.05
C 11.75786 8.38947 10.23701 -0.95 0.98 0.76
C 12.26342 7.78828 9.09592 0.50 -0.31 1.13
C 11.63443 7.93520 7.87660 0.97 -0.70 -0.25
C 10.48189 8.65362 7.79569 -1.10 -0.01 -1.53
C 9.93149 9.24958 8.92416 -0.61 0.64 -1.15
C 10.55577 9.15240 10.12615 1.36 -0.94 0.87
C 14.63891 8.21709 11.62067 -0.29 0.19 -0.06
C 15.23810 8.95048 10.60957 0.39 0.56 -0.34
C 16.61274 8.69012 10.28395 -1.50 1.25 -1.65
C 17.33918 7.69315 10.89430 0.12 0.38 0.23
C 16.68665 6.99783 11.91512 1.83 -1.67 0.23
C 15.38251 7.22200 12.24571 -1.25 -0.22 1.09
H 13.49556 10.95631 11.85245 -0.23 0.01 0.29
H 11.78898 11.19746 12.04621 -0.31 -0.33 -0.08
H 13.80168 11.58075 14.17810 -0.71 -0.35 -0.70
H 12.87437 10.22084 14.64289 0.01 -0.50 -0.06
H 11.36675 12.80587 13.94219 0.26 -0.34 -0.45
H 11.94374 12.34938 15.52094 0.28 -0.27 -0.26
H 10.11339 10.61957 18.25177 0.44 -0.30 -0.27
H 10.60432 8.89600 19.97155 0.17 0.05 -0.83
H 11.41589 6.68077 19.31015 0.08 0.29 -0.09
H 12.02662 6.21969 16.93962 -0.33 0.10 0.21
H 11.54716 7.88260 15.18259 -0.32 0.08 0.42
H 9.79364 13.75248 15.61748 0.21 0.19 0.04
H 8.11273 15.24222 16.55818 -0.48 -0.82 -0.05
H 6.12596 14.25093 17.82170 0.48 -0.29 -0.41
H 6.11798 11.86572 18.32381 0.58 0.02 -0.85
H 7.69485 10.30141 17.09695 0.09 0.46 -0.15
H 13.14911 7.16546 9.17927 0.13 0.17 -0.11
H 12.12183 7.47913 7.00986 -0.42 0.15 0.10
H 9.98885 8.68817 6.79388 0.27 0.36 1.01
H 9.08550 9.91652 8.79321 -0.11 -0.22 0.18
H 10.14964 9.63985 11.00673 -0.07 0.12 -0.07
H 14.59473 9.74006 10.10487 1.24 -0.96 0.37
H 17.01050 9.25626 9.40933 -0.07 -0.42 0.90
H 18.40079 7.51944 10.60812 -0.99 -0.02 0.35
H 17.24982 6.18206 12.41693 -0.46 0.60 -0.22
H 14.85015 6.64799 13.04562 0.86 0.30 -0.68
O 13.90285 17.76405 11.50967 0.07 0.15 0.47
C 12.98691 17.88403 12.44824 -1.79 0.23 0.73
O 13.05821 18.50278 13.52059 0.80 -1.03 -2.00
C 11.64442 17.23412 12.12946 -1.91 -1.04 -0.82
C 10.55927 17.11415 13.03624 2.36 0.53 -0.39
N 9.53773 16.49868 12.46636 -0.82 -0.02 -1.41
N 9.80017 16.20880 11.13333 1.50 0.94 1.33
C 11.08732 16.61236 10.91925 -0.69 0.50 2.29
C 11.73605 16.30927 9.60004 1.26 -0.70 -2.05
O 12.88689 16.80651 9.31680 -2.08 -0.59 1.31
O 11.09889 15.50850 8.82713 0.85 1.49 0.97
H 13.56472 17.29870 10.63927 -0.20 0.39 0.36
H 10.61405 17.42100 14.06522 -0.39 0.03 0.14
H 8.57462 16.41670 12.86853 1.51 -0.34 -0.86
S 13.04051 11.63722 8.80388 0.95 -0.37 -0.07
C 11.50086 12.06232 8.94112 -1.31 0.72 -0.11
N 10.37485 12.41209 8.98882 0.56 -0.06 0.13
```
Forces are in eV/Å.

E_LUMO = 4.081 eV
Electronic energy = -3277.9050 a.u.
Molecular weight = 1049.7 u
Strongest force on any atom = 3.577 eV Å⁻¹
Energy relative to the best compared isomer or geometry (same formula, charge and spin) = 0.0000 eV
2S+1 = 1
Net charge = -2
Gap between HOMO and LUMO = 5.918 eV

(2)
This record from OMol25 describes a structure of composition C37H35ClCrN2S2Si2 at a distorted geometry. The level of theory is the ωB97M-V functional and the def2-TZVPD basis.

Geometry as XYZ:
```
80
Properties=species:S:1:pos:R:3:forces:R:3
C -1.54061 -0.74349 0.88475 -0.17 -0.84 -0.28
C -1.69269 0.00400 -0.32851 -1.01 -1.27 -0.40
C -1.56753 -0.90625 -1.42776 -0.21 -0.11 0.68
H -1.92967 1.05964 -0.41212 0.04 -0.50 0.05
C -1.18913 -2.19568 -0.90459 -0.78 0.57 0.45
C -1.22160 -2.10601 0.52769 -0.85 0.70 -0.25
H -1.07732 -2.93720 1.21356 0.15 0.35 -0.12
H -1.69605 -0.35495 1.89144 0.35 -0.15 -0.34
H -1.80542 -0.67311 -2.46321 0.66 -0.01 0.24
H -0.94519 -3.07736 -1.48493 -0.12 0.21 0.16
Cr 0.30337 -0.79786 -0.25834 1.00 1.51 -0.10
Si 1.45011 2.03439 -4.14252 -2.92 -1.17 1.64
C 0.19795 3.34950 -4.52465 0.29 0.61 -0.49
C 0.69558 4.55249 -5.04946 -0.81 -0.02 -0.11
H 1.75987 4.62488 -5.26681 -0.19 0.18 -0.03
C -0.17479 5.60915 -5.33221 -0.39 -0.03 0.08
H 0.20930 6.52510 -5.78809 -0.16 -0.25 0.21
C -1.55150 5.48109 -5.06161 0.50 -0.18 -0.03
H -2.23504 6.29840 -5.28923 0.20 -0.18 0.04
C -2.04567 4.29583 -4.50686 0.22 -0.35 0.04
H -3.11336 4.15296 -4.30319 0.42 0.27 -0.10
C -1.17392 3.23382 -4.23268 0.18 0.49 -0.35
H -1.56824 2.30510 -3.82138 0.08 0.34 -0.01
C 0.73336 0.30153 -4.54681 -2.75 -0.67 -0.47
C -0.64732 -0.06838 -4.65571 1.65 3.41 2.15
H -1.45122 0.65161 -4.73826 0.21 0.20 0.30
C -1.01893 -1.46844 -4.86631 0.45 0.11 -2.13
H -2.04322 -1.76092 -5.10035 0.16 0.44 0.20
C -0.17576 -2.39908 -4.13254 1.76 -1.14 1.16
H -0.61702 -3.17211 -3.48619 0.39 0.14 -0.67
C 1.15609 -2.13549 -4.19424 -0.95 -1.52 1.10
H 1.90344 -2.77748 -3.72541 -0.27 0.19 -0.02
C 1.55578 -0.89334 -4.87547 -0.04 -0.55 -1.92
H 2.62640 -0.76435 -5.10171 -0.58 -0.02 0.25
H 1.07227 1.85170 -2.72307 0.39 0.18 0.56
Si 0.23035 -1.15549 -6.29624 1.59 -0.02 -1.96
C 0.68057 -2.44015 -7.54306 -0.13 -0.47 0.35
C -0.07753 -2.44045 -8.71175 0.23 -0.51 -0.66
H -0.88183 -1.70575 -8.82729 0.24 -0.35 -0.11
C 0.22092 -3.34299 -9.74126 0.19 -0.01 0.48
H -0.37540 -3.33903 -10.64725 0.08 -0.09 0.05
C 1.30276 -4.22738 -9.59576 -0.11 0.26 -0.01
H 1.53162 -4.94168 -10.39938 -0.04 0.42 0.41
C 2.09575 -4.18070 -8.44092 -0.12 -0.06 -0.03
H 2.98295 -4.81571 -8.36575 -0.37 0.12 0.02
C 1.75519 -3.31700 -7.39358 0.16 -0.22 -0.60
H 2.35226 -3.29536 -6.47923 -0.12 -0.05 -0.26
C 0.05460 0.36754 -7.41853 -0.50 -0.47 0.66
C -1.23438 0.88195 -7.57218 0.11 0.94 -0.35
H -2.11773 0.26846 -7.35417 0.33 0.28 0.13
C -1.40487 2.21528 -7.97517 0.04 -0.33 0.02
H -2.40450 2.65625 -7.96922 0.31 -0.11 -0.22
C -0.28743 2.98780 -8.29513 0.13 -0.05 0.41
H -0.40925 4.04437 -8.51554 0.00 -0.16 -0.12
C 0.99886 2.44001 -8.22468 0.00 -0.36 0.16
H 1.87876 3.05327 -8.43252 -0.32 -0.15 -0.12
C 1.17524 1.11552 -7.79282 -0.30 0.49 -0.16
H 2.18215 0.68045 -7.73940 -0.39 0.22 0.12
H 2.80018 2.51528 -3.97573 0.79 -0.17 -0.86
Cl 1.80601 -0.83640 -1.86453 0.51 0.22 0.61
C -0.51332 3.01414 -0.51651 -0.18 0.41 -0.27
C 0.56776 2.40999 0.30157 1.00 -0.35 0.90
N 0.88745 1.13326 0.48463 0.28 1.01 0.56
C 1.90442 0.98728 1.44986 -0.29 2.48 -0.24
C 2.38877 2.18901 1.93311 -0.50 -1.09 -0.11
S 1.55036 3.53253 1.25113 -0.25 -1.81 -0.38
C 2.33154 -0.34477 1.77030 0.69 -1.98 0.19
C 3.34463 -0.79920 2.57875 -0.54 0.35 -0.46
S 3.59077 -2.50686 2.36960 -0.85 0.94 -0.41
C 2.28983 -2.55288 1.21978 0.16 1.38 0.12
N 1.71571 -1.37144 1.04635 1.08 -0.60 0.74
C 1.96978 -3.73138 0.38060 0.04 -0.54 0.22
H -1.48445 2.95923 0.00742 0.40 -0.04 -0.22
H -0.28210 4.08478 -0.61856 -0.18 -0.32 -0.18
H -0.57623 2.57606 -1.52248 0.00 0.09 0.35
H 3.15332 2.26730 2.69755 -0.11 0.26 -0.23
H 3.92654 -0.15188 3.22786 0.08 -0.49 -0.08
H 2.70375 -4.50888 0.62030 -0.29 -0.05 -0.28
H 0.96395 -4.11454 0.61898 0.35 0.09 -0.19
H 2.03510 -3.46834 -0.69156 -0.05 -0.05 0.51
```
Forces are in eV/Å.

E_LUMO (alpha / beta) = -2.958 / -3.131 eV
Electronic energy = -4420.2223 a.u.
Molecular weight = 715.5 u
Strongest force on any atom = 4.352 eV Å⁻¹
<S²> = 3.801
Energy relative to the best compared isomer or geometry (same formula, charge and spin) = 0.0000 eV
2S+1 = 4
Net charge = +1
Gap between HOMO and LUMO (alpha / beta) = 6.016 / 5.848 eV

(3)
This record from OMol25 describes a structure of composition C37H35ClFeN4O5PS2. The level of theory is the ωB97M-V functional and the def2-TZVPD basis.

Geometry as XYZ:
```
86
Properties=species:S:1:pos:R:3:forces:R:3
Fe -1.40141 0.72192 -0.08013 0.27 0.61 -0.13
Cl 2.89088 1.19526 5.56299 -0.13 0.00 0.01
C 1.61814 0.88236 4.41642 -0.01 -0.13 0.05
C 1.16295 -0.42640 4.22272 -0.03 0.05 0.09
C 0.15939 -0.68655 3.31880 0.01 -0.05 0.10
C -0.40960 0.34446 2.55596 -0.28 -0.28 -0.17
O -1.33643 0.06137 1.65958 0.08 -0.31 0.36
C 0.02885 1.65781 2.78938 0.14 0.29 -0.02
C -0.57399 2.77266 2.10999 0.06 -0.02 0.08
N -1.47656 2.64168 1.21127 -0.10 0.13 -0.19
C -2.02113 3.78392 0.60251 0.07 -0.17 0.06
C -2.04686 5.04113 1.14009 0.01 0.15 0.08
C -2.60860 6.12090 0.43206 0.03 -0.03 0.03
C -3.17448 5.92456 -0.79272 0.00 -0.03 -0.01
C -3.21416 4.62477 -1.34865 0.00 0.07 0.00
C -3.85158 4.34453 -2.57435 -0.04 0.11 -0.06
C -3.89857 3.06386 -3.02691 0.00 -0.07 -0.02
C -3.28306 2.05064 -2.27063 0.11 0.18 0.08
N -2.65718 2.26586 -1.13152 -0.13 0.10 -0.24
C -2.62874 3.55192 -0.65208 -0.10 -0.26 -0.07
C 1.05226 1.91252 3.71761 -0.05 0.10 -0.05
H 1.60843 -1.23139 4.79275 -0.01 0.02 -0.02
H -0.21063 -1.69255 3.17058 0.05 0.05 -0.01
H -0.19186 3.76296 2.36390 -0.03 -0.01 0.07
H -1.63691 5.21511 2.12606 -0.02 0.03 -0.01
H -2.59291 7.10822 0.87383 0.00 -0.01 0.01
H -3.61532 6.74516 -1.34414 -0.01 0.00 0.00
H -4.30474 5.15456 -3.13376 0.00 -0.01 0.01
H -4.39082 2.80498 -3.95318 0.02 -0.02 0.00
H -3.29829 1.03770 -2.63712 0.01 -0.10 -0.02
H 1.38719 2.93110 3.87509 0.00 -0.02 0.00
O 1.02561 4.11157 -0.35704 -0.03 0.04 0.00
C 1.29642 2.93259 -0.35801 -0.01 -0.14 0.19
N 2.53269 2.39013 -0.05739 -0.01 -0.02 -0.04
C 2.57466 0.94906 -0.26189 0.04 0.06 -0.13
C 1.08096 0.74220 -0.46692 0.03 -0.07 0.00
O 0.44531 -0.32910 -0.45266 0.15 -0.13 0.06
N 0.41343 1.87085 -0.59181 -0.08 0.17 -0.20
C 3.10870 0.17745 0.94258 -0.02 -0.03 0.00
C 2.81052 -1.17452 1.10907 0.07 0.00 -0.01
C 3.36301 -1.88277 2.16586 0.07 0.04 -0.03
C 4.22132 -1.25788 3.06240 0.02 -0.01 -0.10
C 4.51358 0.08766 2.90230 0.05 -0.04 -0.08
C 3.95680 0.80093 1.84850 -0.02 -0.01 0.10
C 3.33237 0.53878 -1.53591 -0.04 -0.02 0.09
C 2.95789 -0.60139 -2.23959 -0.01 0.01 -0.03
C 3.66734 -0.98688 -3.36836 0.01 0.00 0.01
C 4.75780 -0.24604 -3.80025 -0.01 0.01 0.03
C 5.13627 0.88820 -3.09607 -0.02 -0.01 0.01
C 4.42559 1.27827 -1.96995 0.05 0.00 -0.01
H 3.34243 2.98446 -0.06390 -0.02 0.00 -0.09
H 2.13529 -1.66846 0.42189 0.04 0.01 0.00
H 3.12170 -2.93231 2.28627 0.01 0.00 0.00
H 4.66429 -1.81772 3.87653 -0.03 0.01 0.02
H 5.16721 0.59038 3.60321 0.00 -0.02 -0.03
H 4.17345 1.85764 1.75386 0.02 -0.02 -0.01
H 2.09940 -1.18618 -1.93180 -0.01 0.00 -0.01
H 3.35498 -1.87068 -3.91030 0.00 0.02 0.00
H 5.30820 -0.54717 -4.68235 0.00 0.00 0.01
H 5.98609 1.47440 -3.42202 -0.01 -0.01 0.00
H 4.74254 2.16616 -1.43617 -0.01 -0.02 -0.01
C -1.51056 -3.98874 2.00069 0.00 -0.05 0.03
C -0.38402 -3.60351 1.06418 -0.02 0.05 -0.13
C 0.22138 -4.78735 0.33746 0.03 -0.03 0.00
O -0.87223 -2.56371 0.18398 -0.04 -0.10 0.06
P -1.42024 -2.64987 -1.29135 -0.12 -0.02 0.11
S -0.15381 -3.06023 -2.68002 0.21 0.05 -0.16
S -2.41111 -0.83949 -1.50872 -0.08 -0.04 0.19
O -2.55641 -3.76036 -1.12340 -0.08 0.05 0.20
C -3.70422 -4.07340 -1.94932 0.11 0.04 0.00
C -3.46599 -3.81515 -3.42153 -0.05 0.01 -0.09
C -4.92189 -3.34930 -1.40782 -0.05 0.02 -0.01
H -1.13284 -4.64851 2.78460 -0.01 0.00 0.00
H -2.29720 -4.50758 1.45157 0.01 0.01 0.01
H -1.93796 -3.09866 2.46354 -0.02 -0.01 -0.02
H 0.40326 -3.09319 1.62404 0.02 -0.02 0.02
H -0.51331 -5.27951 -0.30142 0.00 0.00 0.04
H 0.56854 -5.50366 1.08491 0.02 -0.01 -0.02
H 1.06255 -4.48767 -0.28664 -0.03 0.00 0.03
H -3.82985 -5.14489 -1.79072 0.00 -0.05 -0.01
H -3.34077 -2.74890 -3.62169 -0.01 -0.03 0.01
H -4.33714 -4.16947 -3.97567 0.01 0.01 -0.03
H -2.57754 -4.33151 -3.78017 -0.04 -0.01 0.01
H -4.86962 -2.28128 -1.61995 0.01 -0.03 0.01
H -4.99769 -3.48280 -0.32845 0.00 -0.02 -0.02
H -5.82146 -3.75599 -1.87456 0.01 0.01 0.01
```
Forces are in eV/Å.

E_LUMO (alpha / beta) = -0.790 / -1.148 eV
Electronic energy = -4888.0221 a.u.
Molecular weight = 802.1 u
Strongest force on any atom = 0.683 eV Å⁻¹
<S²> = 8.764
2S+1 = 6
Net charge = 0
Gap between HOMO and LUMO (alpha / beta) = 7.177 / 6.797 eV